{"formula": "C52H84Cl6F4InO14", "method": "ωB97M-V/def2-TZVPD", "lumo_ha": -0.0919, "max_force_ev_per_a": 3.295, "total_charge": 1, "orbital_gap_ev": 7.97, "multiplicity": 1, "species": ["H", "C", "H", "H", "H", "C", "C", "O", "Cl", "H", "C", "H", "O", "C", "H", "C", "H", "H", "H", "C", "O", "O", "H", "H", "H", "H", "H", "C", "H", "C", "H", "Cl", "H", "O", "C", "H", "H", "O", "H", "C", "F", "H", "C", "H", "H", "H", "H", "C", "H", "H", "O", "H", "H", "H", "H", "H", "Cl", "C", "C", "Cl", "H", "H", "H", "H", "H", "H", "C", "C", "O", "H", "C", "C", "C", "H", "C", "O", "C", "H", "O", "H", "H", "H", "H", "C", "C", "H", "H", "H", "H", "C", "H", "F", "C", "C", "H", "H", "C", "O", "C", "H", "H", "F", "C", "H", "H", "H", "H", "C", "C", "C", "C", "C", "C", "C", "C", "C", "H", "H", "H", "H", "H", "C", "H", "H", "H", "H", "H", "H", "F", "H", "H", "H", "H", "H", "O", "H", "H", "O", "In", "C", "C", "C", "H", "H", "H", "H", "C", "O", "Cl", "H", "C", "C", "C", "C", "C", "C", "C", "H", "C", "H", "Cl"], "positions_angstrom": [[1.360, 2.743, -7.228], [2.443, -2.205, 2.092], [3.775, 3.956, -3.288], [5.736, -1.078, 6.706], [-1.429, 4.186, -3.467], [-5.373, -3.869, -2.001], [2.578, -4.498, 1.728], [-0.620, 6.261, -2.230], [-1.988, -1.137, -2.546], [4.371, 4.325, 0.417], [-2.965, -3.657, 3.823], [2.036, 3.356, -5.278], [0.729, 1.751, -5.475], [-7.144, -0.771, -0.396], [-8.010, -3.124, 2.536], [-1.478, 2.548, -2.098], [-6.870, -0.150, -1.224], [-2.717, 0.568, 4.143], [1.490, 0.929, -7.269], [5.698, -0.766, 5.666], [-1.702, -2.041, 2.542], [-0.943, -5.740, -1.913], [-2.873, -5.769, -2.539], [1.075, 1.544, -2.930], [5.036, 5.233, -3.141], [2.729, 1.743, -4.982], [3.560, -0.305, -3.155], [-7.818, -1.988, -0.632], [-0.799, -0.002, -4.235], [0.201, -4.594, -0.197], [3.606, -4.484, 2.005], [0.577, -1.803, -3.733], [7.000, -1.455, 2.683], [-0.431, -1.912, 6.371], [-0.818, -4.499, -1.276], [0.578, -3.725, 6.554], [-1.070, -3.722, 7.197], [1.846, -3.429, 2.268], [5.254, 0.090, 1.923], [-2.991, -2.364, 2.980], [-6.642, -1.156, 3.230], [-4.687, -2.915, -0.173], [-0.047, -1.391, 7.628], [-1.133, 2.683, -4.233], [-1.876, 3.079, 1.092], [7.650, 0.245, -2.552], [-1.817, -4.836, -3.579], [4.364, -0.527, -2.572], [1.667, 8.244, -3.741], [5.489, 0.792, -3.697], [0.484, 3.606, -3.149], [2.686, -5.595, -0.165], [-3.405, -1.525, 3.530], [-6.626, -7.089, -2.185], [7.491, -0.994, -0.304], [2.041, -1.553, 2.885], [-4.640, 1.806, 3.708], [1.132, 7.319, -3.561], [-0.936, -3.780, 5.040], [-3.586, 1.172, 6.316], [-5.848, -5.208, -3.604], [-2.298, -0.325, 1.486], [2.390, 2.723, -2.852], [-1.634, -6.523, -3.628], [2.774, 1.645, -0.116], [-6.372, -6.847, 0.266], [-1.910, 6.424, -1.542], [-8.156, -2.790, 0.399], [0.998, 2.705, -0.415], [-2.919, 2.446, -0.212], [1.447, 2.529, -3.386], [-3.186, 1.403, 4.633], [4.030, 5.016, -2.877], [2.340, -1.704, 1.141], [3.247, 6.179, -3.435], [-1.422, 3.393, -0.953], [6.646, -0.939, -1.066], [2.381, 2.991, 0.979], [1.462, 5.749, 0.323], [-0.077, 1.780, -7.352], [5.360, 5.517, -0.572], [0.898, 6.975, -4.559], [-0.506, -3.745, -1.971], [6.605, -1.259, 4.766], [6.707, -0.162, -2.200], [-0.509, -3.132, 4.333], [4.023, 0.534, 6.126], [-6.198, 0.465, 1.094], [-0.710, -4.839, 4.839], [4.263, -1.314, -1.426], [2.621, 6.984, 1.278], [3.537, 1.237, 3.647], [-6.802, -0.409, 0.892], [-0.143, 7.528, -2.831], [-1.821, -4.269, -0.810], [7.359, -1.926, 5.081], [6.436, -0.907, 3.443], [3.732, 4.891, -1.467], [-1.045, -1.041, -3.988], [-2.606, -4.425, 3.171], [0.273, -5.620, 0.214], [-5.051, -4.857, 1.427], [-1.897, 2.614, 0.153], [-7.973, -2.298, -1.604], [3.774, 7.123, -3.235], [5.346, 3.664, -0.848], [2.097, -5.417, 2.131], [4.707, 0.170, 5.335], [-6.186, -6.170, -1.712], [-1.618, -1.236, 1.403], [5.419, -1.493, -0.695], [4.787, 4.564, -0.562], [0.903, 1.836, -6.893], [-7.080, -1.340, 1.927], [-0.970, 3.261, -3.336], [5.572, -0.005, -2.982], [-3.621, -2.623, 2.152], [-2.642, 5.901, -2.174], [-1.950, -1.806, 0.512], [-0.844, 1.701, -1.955], [2.294, 7.488, -0.465], [-1.860, -5.684, -2.951], [0.121, -0.324, 7.596], [-0.607, -0.891, 1.121], [-1.224, 1.732, 0.128], [-2.538, 2.136, -2.241], [-0.854, -1.531, 8.300], [-1.858, 5.938, -0.579], [5.389, -2.197, 0.431], [-4.005, -3.825, 3.993], [-0.027, -3.893, 0.645], [0.834, -1.938, 8.054], [1.555, 1.420, 1.101], [3.448, -3.957, -0.162], [1.498, -3.994, -0.596], [-2.186, 7.505, -1.448], [-0.185, 8.208, -1.968], [-2.345, -3.586, 5.069], [1.108, 4.600, -1.204], [-5.156, -3.788, -0.665], [1.789, 2.394, -4.860], [1.938, 2.174, 0.454], [1.077, 7.677, 0.787], [-8.608, -3.747, 0.138], [3.497, -2.253, 2.379], [3.302, -1.743, -1.236], [5.491, -0.034, 3.005], [1.918, 6.316, -2.904], [-1.848, -1.841, -5.356], [-5.322, -3.039, -2.692], [-0.390, -3.347, 6.372], [-7.818, -2.487, 1.720], [2.600, -4.536, 0.177], [4.563, 0.462, 3.962], [1.861, 7.049, 0.455], [-5.456, -4.898, 0.115], [-6.024, -6.075, -0.355], [3.249, 6.130, -4.519], [-5.787, -5.113, -2.484], [-0.900, 7.779, -3.610], [-1.919, 2.664, 4.481]], "forces_ev_per_angstrom": [[0.45, 0.63, 0.07], [0.74, 1.49, 1.95], [0.42, 2.05, 0.01], [0.18, 0.04, -0.06], [-0.66, 1.69, -0.14], [-0.56, -1.13, -0.90], [-2.07, -0.87, -0.95], [0.27, 0.40, 0.08], [-0.42, 0.08, 0.52], [-0.24, 0.46, -0.10], [-0.28, 1.74, -0.34], [-0.15, 0.63, -0.33], [-0.31, 0.71, -1.36], [-0.56, -0.84, 0.32], [-0.27, -0.70, 0.74], [-1.11, 0.44, -0.36], [0.08, 0.34, -0.29], [-0.18, -0.63, 0.39], [-0.52, 1.25, 0.49], [-0.47, 0.85, 1.28], [1.54, 0.22, -0.13], [0.97, 0.07, -0.11], [-0.13, -0.03, -0.25], [0.36, 1.38, -0.78], [1.22, -0.02, 0.29], [-0.90, 0.80, 0.39], [-2.47, 0.34, -1.34], [1.15, 2.24, 0.85], [-0.42, -0.36, -0.07], [1.29, 1.88, 1.86], [1.03, 0.07, 0.63], [-0.44, 0.23, -0.02], [0.15, 0.40, 0.21], [0.79, -0.28, 0.03], [-0.96, -0.58, 0.98], [1.43, -0.31, 0.12], [0.61, 0.22, -0.72], [-0.42, -0.92, -0.24], [0.42, 0.10, 0.96], [0.59, -0.68, 0.68], [-0.25, 0.40, -1.42], [-0.55, -0.48, -0.29], [0.67, -0.87, -0.06], [0.44, -0.33, -0.17], [0.23, 1.09, 1.02], [-0.09, 0.17, 0.33], [0.32, 1.54, -0.47], [2.20, -0.76, 1.42], [0.33, 0.34, 0.54], [0.56, -0.16, -0.82], [-0.10, -0.52, -0.21], [0.43, 0.57, 0.44], [-0.35, 0.19, 0.23], [0.60, 1.06, 0.58], [-1.07, -0.19, -1.38], [-0.24, 0.03, -0.46], [0.13, 0.07, -0.06], [0.57, -1.00, -0.29], [-0.61, -0.64, 1.06], [0.10, -0.32, -0.07], [-0.16, 0.05, 1.25], [0.71, -0.81, -0.06], [-0.59, 0.29, 0.16], [-0.35, 0.01, 0.37], [-0.62, 0.51, 0.48], [-0.02, -0.76, 1.01], [0.24, 0.41, -1.14], [-0.49, -1.45, 0.85], [-0.51, 0.38, -1.09], [-0.11, -0.81, 1.06], [-0.15, -1.44, 0.36], [0.32, 0.73, -0.25], [-1.79, -2.28, 0.70], [-0.21, -0.19, -0.66], [-0.21, 1.01, 0.02], [0.26, 0.91, -0.93], [0.61, 0.08, 1.77], [0.59, 0.23, 1.09], [-0.95, -1.28, -0.20], [-0.21, -0.08, -0.02], [0.41, -1.09, 0.64], [-0.07, -0.48, -0.38], [-0.08, 0.67, -0.46], [-0.95, 0.54, -0.30], [0.47, -0.32, -0.70], [0.73, 0.56, -1.32], [0.38, -0.13, -0.90], [-0.14, 0.09, 0.11], [0.07, 0.20, -0.06], [0.21, 0.32, -0.95], [-0.24, 0.82, -0.72], [-0.52, 0.58, -0.92], [0.47, -1.03, 1.09], [-2.37, -0.96, 0.99], [0.75, 0.24, -0.41], [0.67, -0.73, 0.16], [1.29, -1.18, -0.93], [-0.98, -0.19, -0.87], [1.25, -0.19, -0.73], [0.57, -0.85, -0.25], [0.26, 0.37, -0.45], [-0.56, 0.11, -0.49], [0.19, -1.24, -2.47], [-0.51, -0.51, -1.90], [0.03, -0.21, 0.35], [0.09, 0.37, -0.36], [0.35, 0.57, -0.24], [0.04, -0.73, -0.93], [-0.38, -1.10, -0.87], [-1.26, 0.73, -0.91], [0.27, 0.37, -0.53], [0.45, 0.87, -0.36], [-0.25, -2.45, -0.47], [-0.11, 0.38, 0.46], [1.14, -0.86, 1.24], [-0.44, 1.04, 0.84], [-0.62, 0.08, -0.76], [0.00, 0.31, 0.35], [-0.17, 0.14, 0.19], [0.49, -0.86, 0.44], [0.08, -0.11, 0.34], [-0.69, -2.02, -0.19], [0.30, 0.21, -0.46], [-0.18, -0.31, 0.89], [-0.83, 0.06, 0.58], [1.20, 0.69, -0.04], [-0.91, -0.26, 1.02], [0.09, 0.02, 0.20], [-0.12, -0.49, 0.66], [-0.84, -0.48, 0.35], [-0.60, -0.93, -0.37], [-0.42, 0.58, -0.41], [-0.72, -0.39, 0.74], [0.31, -0.01, -0.20], [-0.36, -1.27, 0.77], [0.32, -0.93, -0.02], [0.57, 0.33, -0.68], [0.12, -0.11, 0.09], [-0.60, -0.57, 0.07], [0.75, 0.47, 1.84], [1.19, -1.64, 1.46], [1.96, -0.10, -1.71], [-1.03, 0.82, 0.37], [-0.10, 0.19, 0.39], [0.35, -0.07, -0.39], [-0.25, -0.39, 0.70], [-2.90, 0.87, -0.21], [0.52, -0.36, 0.05], [0.11, 0.36, 0.28], [0.49, 0.05, 0.11], [-2.54, 0.77, 0.70], [0.67, 0.95, -1.19], [-0.76, -0.51, -1.01], [1.65, -0.62, 1.56], [2.03, 0.00, 0.42], [0.77, -0.32, 0.81], [0.20, 1.25, 0.12], [-0.33, -0.33, -0.40], [-0.38, 0.78, -3.18], [0.40, 0.37, 0.73], [-0.28, 0.08, -0.06]], "lowdin_charge": [0.08, -0.13, 0.14, 0.11, 0.10, -0.10, -0.19, -0.28, 0.59, 0.09, -0.18, 0.12, -0.20, -0.08, 0.11, -0.21, 0.10, -0.02, 0.12, -0.09, -0.19, -0.16, 0.08, 0.16, 0.13, 0.16, 0.05, -0.11, -0.01, -0.14, 0.11, 0.53, 0.11, -0.18, -0.23, 0.11, 0.15, -0.17, 0.12, -0.18, 0.01, 0.12, -0.11, 0.13, 0.07, 0.11, 0.06, -0.09, 0.14, 0.09, -0.19, 0.13, 0.12, 0.13, 0.15, 0.10, 0.52, -0.15, -0.18, 0.57, 0.12, 0.10, 0.10, 0.10, 0.09, 0.11, -0.03, -0.09, -0.34, 0.10, -0.15, -1.54, -0.15, 0.08, -0.15, -0.25, -0.01, 0.05, -0.32, 0.09, 0.12, 0.13, 0.06, -0.09, -0.09, 0.10, 0.12, 0.09, 0.14, 0.01, 0.10, 0.07, -0.01, -0.12, 0.14, 0.09, -0.11, -0.26, -1.53, 0.12, 0.14, 0.03, -0.04, 0.08, 0.15, 0.10, 0.13, 0.00, -0.09, -0.12, -0.30, -0.04, -0.07, -0.23, -0.06, -0.10, 0.10, 0.10, 0.06, 0.08, 0.08, -0.11, 0.08, 0.09, 0.09, 0.16, 0.07, 0.08, 0.06, 0.12, 0.12, 0.10, 0.07, 0.09, -0.17, 0.11, 0.14, -0.10, 1.05, -0.05, -0.23, -0.20, 0.06, 0.12, 0.08, 0.10, -0.03, -0.19, 0.54, 0.11, -0.19, 0.00, -0.17, -0.29, -0.22, -0.25, -0.01, 0.14, -0.12, 0.15, 0.50]}